Here is C29H51N12O4SeTa as an isolated structure at a distorted geometry from the Open Molecules 2025 dataset. Energies are from the ωB97M-V functional and the def2-TZVPD basis.

Last column: Löwdin charge in e.
Positions of all 98 atoms, in Å:
Ta1 -0.40 0.60 -0.50  1.90
C1 -2.44 -3.48 3.19  -0.02
N1 -2.38 -2.18 2.52  -0.13
C2 -3.41 -1.21 2.90  -0.03
C3 -1.52 -1.93 1.50  -0.40
N2 -0.83 -0.79 1.46  -0.01
C4 -0.65 -0.18 2.78  -0.20
C5 0.05 1.14 2.71  -0.20
N3 1.11 1.18 1.70  -0.18
C6 1.56 2.57 1.53  -0.16
C7 1.05 3.11 0.23  -0.21
N4 -0.38 2.79 0.13  -0.14
C8 -1.26 3.81 0.04  -0.49
N5 -0.82 5.04 -0.31  -0.15
C9 -1.32 6.25 0.34  -0.02
C10 -0.04 5.25 -1.54  -0.05
N6 -2.55 3.65 0.31  -0.12
C11 -3.57 4.55 -0.27  -0.02
C12 -3.12 2.57 1.11  -0.02
C13 2.25 0.31 2.12  -0.14
C14 2.21 -1.12 1.62  -0.24
N7 2.20 -1.01 0.18  0.03
C15 3.25 -1.54 -0.42  -0.38
N8 3.97 -2.60 0.06  -0.14
C16 5.42 -2.68 -0.11  -0.03
C17 3.40 -3.67 0.86  -0.04
N9 3.73 -1.01 -1.59  -0.14
C18 4.35 -1.85 -2.62  -0.04
C19 3.95 0.43 -1.72  -0.03
N10 -1.41 -2.88 0.54  -0.11
C20 -0.13 -3.26 -0.06  -0.03
C21 -2.47 -3.88 0.34  -0.03
H1 -2.39 -3.33 4.27  0.10
H2 -1.58 -4.10 2.90  0.10
H3 -3.36 -4.02 2.96  0.10
H4 -4.38 -1.71 2.86  0.11
H5 -3.43 -0.39 2.19  0.08
H6 -3.27 -0.84 3.92  0.10
H7 -0.11 -0.87 3.43  0.14
H8 -1.60 0.03 3.27  0.09
H9 0.46 1.35 3.70  0.14
H10 -0.65 1.93 2.48  0.09
H11 2.64 2.63 1.52  0.13
H12 1.20 3.19 2.35  0.14
H13 1.60 2.64 -0.60  0.11
H14 1.24 4.17 0.19  0.12
H15 -1.89 6.00 1.24  0.10
H16 -1.94 6.85 -0.33  0.10
H17 -0.46 6.86 0.64  0.10
H18 0.38 4.31 -1.90  0.05
H19 0.76 5.96 -1.36  0.10
H20 -0.69 5.65 -2.33  0.10
H21 -3.17 5.07 -1.13  0.10
H22 -3.93 5.27 0.46  0.10
H23 -4.41 3.94 -0.59  0.11
H24 -3.70 1.89 0.48  0.09
H25 -3.78 3.00 1.86  0.11
H26 -2.35 2.00 1.60  0.05
H27 2.32 0.31 3.21  0.14
H28 3.16 0.74 1.72  0.12
H29 1.34 -1.66 2.00  0.09
H30 3.11 -1.60 2.02  0.12
H31 5.81 -1.78 -0.59  0.09
H32 5.71 -3.55 -0.71  0.10
H33 5.89 -2.77 0.87  0.10
H34 2.32 -3.60 0.89  0.06
H35 3.79 -3.65 1.88  0.10
H36 3.68 -4.63 0.42  0.10
H37 5.43 -1.68 -2.69  0.09
H38 3.92 -1.61 -3.59  0.08
H39 4.17 -2.90 -2.41  0.10
H40 5.01 0.66 -1.60  0.10
H41 3.38 0.95 -0.96  0.06
H42 3.64 0.78 -2.70  0.08
H43 0.28 -4.12 0.46  0.10
H44 0.58 -2.44 -0.04  0.04
H45 -0.30 -3.56 -1.10  0.10
H46 -3.43 -3.48 0.65  0.10
H47 -2.26 -4.81 0.88  0.10
H48 -2.53 -4.11 -0.72  0.09
O1 -4.08 -1.31 -0.45  0.16
C22 -3.02 -0.89 -0.81  -0.53
O2 -2.37 0.15 -0.28  -0.28
C23 -2.22 -1.49 -1.92  -0.20
C24 -2.65 -2.36 -2.88  0.04
C25 -1.79 -2.66 -3.93  0.03
C26 -0.54 -2.05 -4.01  0.06
C27 -0.18 -1.20 -3.00  -0.18
N11 -0.99 -0.98 -1.96  0.02
C28 0.98 -0.27 -3.00  -0.49
O3 1.73 -0.14 -3.90  0.19
O4 0.97 0.47 -1.86  -0.29
H49 -3.67 -2.75 -2.84  0.15
H50 -2.11 -3.33 -4.72  0.14
H51 0.12 -2.20 -4.86  0.15
Se1 -1.46 2.26 -2.35  0.87
C29 -2.16 1.22 -3.68  -0.69
N12 -2.60 0.59 -4.55  0.11

As for the HOMO-LUMO gap: 0.2458 Ha. For the calculated total energy, the calculation gives -4551.7292 hartree. As for the relative energy (zero: lowest compared OMol25 entry of this formula, charge and spin): 51.84 kcal per mole. As for the LUMO energy: -6.70 eV. The net charge is +2. The HOMO energy comes out at -13.38 eV.

Here is a 2-piece molecular cluster, C29H51N2O5P2S overall at a distorted geometry from the Open Molecules 2025 dataset. Energies are from the ωB97M-V functional and the def2-TZVPD basis.

Last column: Löwdin charge in e.
Positions of all 90 atoms, in Å:
C1 6.99 -4.63 -5.12  0.19
C2 6.41 -4.41 -4.09  -0.12
C3 5.74 -3.92 -2.87  -0.43
C4 5.76 -2.44 -2.87  -0.23
N1 5.75 -1.30 -2.74  0.22
C5 4.23 -4.36 -2.83  -0.35
C6 4.20 -5.85 -2.90  -0.19
N2 4.28 -6.98 -3.07  0.24
C7 3.55 -3.97 -1.50  -0.11
C8 2.02 -4.00 -1.53  -0.12
O1 1.46 -2.72 -1.90  -0.03
C9 1.45 -1.82 -0.88  -0.52
C10 2.27 -0.55 -1.07  0.03
O2 0.82 -1.97 0.14  0.10
C11 3.52 -3.77 -4.09  -0.05
C12 2.90 -4.87 -4.98  -0.33
C13 1.66 -4.43 -5.73  0.02
O3 1.69 -5.37 -4.54  -0.09
P1 6.78 -4.47 -1.42  0.24
O4 8.28 -4.19 -1.92  -0.19
O5 6.66 -6.05 -1.22  -0.16
S1 6.49 -3.50 0.23  0.36
H1 7.27 -4.75 -6.15  0.06
H2 3.86 -2.97 -1.16  0.10
H3 3.91 -4.64 -0.72  0.11
H4 1.61 -4.73 -2.23  0.13
H5 1.64 -4.26 -0.54  0.13
H6 2.99 -0.63 -1.89  0.07
H7 2.83 -0.33 -0.15  0.10
H8 1.61 0.30 -1.25  0.06
H9 4.19 -3.22 -4.76  0.13
H10 2.68 -3.11 -3.85  0.12
H11 3.59 -5.54 -5.50  0.15
H12 1.22 -5.08 -6.48  0.11
H13 1.01 -3.67 -5.32  0.11
H14 8.69 -3.64 -1.24  0.06
H15 6.80 -6.54 -2.05  0.09
C14 -1.44 1.28 -1.88  -0.09
C15 -1.54 0.57 -0.53  -0.25
C16 -2.97 0.50 -0.01  -0.22
C17 -3.53 1.81 0.57  -0.26
P2 -3.03 2.27 2.23  1.02
C18 -3.29 0.81 3.28  -0.27
C19 -4.64 0.07 3.26  -0.22
C20 -5.83 0.72 3.97  -0.26
C21 -5.55 1.20 5.39  -0.10
C22 -4.13 3.53 2.86  -0.26
C23 -4.26 4.92 2.22  -0.21
C24 -3.12 5.91 2.45  -0.25
C25 -2.61 5.99 3.89  -0.10
C26 -1.27 2.57 2.50  -0.25
C27 -0.45 3.74 1.94  -0.21
C28 -0.61 4.08 0.45  -0.25
C29 0.60 3.66 -0.38  -0.10
H16 -1.84 2.29 -1.85  0.07
H17 -0.40 1.34 -2.20  0.06
H18 -1.98 0.72 -2.65  0.08
H19 -0.88 1.06 0.19  0.08
H20 -1.15 -0.44 -0.64  0.10
H21 -3.02 -0.28 0.75  0.10
H22 -3.62 0.17 -0.82  0.12
H23 -4.62 1.70 0.63  0.11
H24 -3.37 2.64 -0.13  0.09
H25 -3.02 1.09 4.30  0.10
H26 -2.53 0.10 2.97  0.10
H27 -4.47 -0.90 3.73  0.12
H28 -4.92 -0.14 2.23  0.10
H29 -6.63 -0.01 4.01  0.12
H30 -6.23 1.54 3.37  0.09
H31 -5.31 0.37 6.05  0.09
H32 -6.43 1.71 5.80  0.08
H33 -4.72 1.91 5.44  0.05
H34 -3.99 3.62 3.94  0.09
H35 -5.13 3.09 2.75  0.08
H36 -5.17 5.36 2.62  0.12
H37 -4.42 4.80 1.14  0.11
H38 -3.46 6.90 2.14  0.12
H39 -2.29 5.67 1.78  0.07
H40 -3.38 6.39 4.55  0.09
H41 -1.74 6.64 3.94  0.08
H42 -2.30 5.02 4.27  0.06
H43 -0.76 1.64 2.24  0.10
H44 -1.18 2.62 3.59  0.11
H45 0.60 3.53 2.16  0.12
H46 -0.67 4.63 2.54  0.08
H47 -0.71 5.16 0.34  0.11
H48 -1.52 3.64 0.03  0.07
H49 1.48 4.23 -0.10  0.08
H50 0.42 3.83 -1.44  0.08
H51 0.84 2.60 -0.24  0.06

As for the HOMO-LUMO gap: 0.3293 Ha. For the calculated total energy, the calculation gives -2701.9365 hartree. As for the LUMO energy: -1.95 eV. The net charge is +1. The HOMO energy comes out at -10.91 eV.

> Which value of HOMO-LUMO gap does entry 1 give?

0.2458 Ha

> The highest HOMO-LUMO gap belongs to which entry?

C29H51N2O5P2S

> Which value of calculated total energy does entry 2 give?

-2701.9365 hartree